[1]
Below is the ion C4H6N3 with charge +1, with properties calculated with ωB97M-V with the def2-TZVPD basis set.

Cartesian coordinates (Å):
C: 0.8522 -1.3603 -0.7368
C: 0.7937 -0.2296 -1.7037
C: -0.1952 -0.0417 0.8923
C: -0.8893 0.7688 -0.3853
N: 0.3817 -1.1569 0.4449
N: -0.1628 0.5872 -1.5485
N: -0.1842 0.3655 2.1708
H: 1.0146 -2.3857 -0.9947
H: 1.3962 -0.1876 -2.5678
H: -2.0497 0.6799 -0.6752
H: -0.7375 1.7500 -0.1518
H: -0.7214 1.2568 2.5115
H: 0.5017 -0.0464 2.7441

Results
Charge   +1
Energy above the lowest of the compared OMol25 structures with the same formula, charge and spin   45.1 kcal/mol
SMILES   [NH2+]=C1CN=CC=N1
Maximum force   3.97 eV/Å

[2]
Below is a structure of composition C4H6N3, with properties calculated with ωB97M-V with the def2-TZVPD basis set.

Cartesian coordinates (Å):
C: 0.6479 1.7350 1.9741
C: 0.2051 1.5481 0.7504
C: 0.1934 -0.2739 -0.9420
C: -0.6614 -0.7954 0.2171
N: 1.3386 2.9831 1.4080
N: 1.0499 2.7139 0.2657
N: -0.5680 0.6288 -0.0114
H: 0.5684 1.2111 2.9841
H: 1.2051 -0.2987 -0.8299
H: -0.3754 -0.3609 -1.9445
H: -1.6348 -1.1980 -0.0986
H: -0.0905 -1.4371 0.9978
H: -1.3051 1.0411 -0.5191

Results
Charge   +1
Energy above the lowest of the compared OMol25 structures with the same formula, charge and spin   156.9 kcal/mol
Maximum force   5.60 eV/Å

[3]
Below is a cluster of 2 separate species, C4H6N3 in total, with properties calculated with ωB97M-V with the def2-TZVPD basis set.

Cartesian coordinates (Å):
C: -1.6968 1.2474 -0.0900
C: 2.8226 -0.0997 0.0902
C: -1.1943 -2.0916 -0.2584
C: 0.5245 0.4790 0.2786
N: -0.3344 1.2676 0.1549
N: 1.7845 0.3742 0.5082
N: -0.4805 -1.1984 -0.2584
H: -1.9232 0.2100 -0.6864
H: -2.1259 2.1667 -0.5467
H: 2.9060 -1.0603 -0.4043
H: 3.7819 0.2684 0.3845
H: -2.1470 1.2600 0.8685
H: -1.9175 -2.8234 -0.0406

Results
Charge   +1
Spin multiplicity   3
Energy above the lowest of the compared OMol25 structures with the same formula, charge and spin   59.5 kcal/mol
Maximum force   7.57 eV/Å

[4]
Below is a structure of composition C4H6N3OS, with properties calculated with ωB97M-V with the def2-TZVPD basis set.

Cartesian coordinates (Å):
C: -0.8400 -0.9806 0.7251
C: -0.1618 -2.0158 0.2594
C: 1.1126 0.1685 -0.0247
C: -1.0467 0.9288 -0.7650
N: 2.0672 0.6502 1.0315
N: 2.5797 1.4422 0.2255
N: -0.2801 0.3699 0.3502
O: 1.7285 1.1702 -0.8212
S: 1.3331 -1.5754 -0.5555
H: -1.8155 -0.9181 1.2705
H: -0.3881 -3.1588 0.5091
H: -1.0213 0.1959 -1.6034
H: -2.1378 0.8770 -0.6789
H: -0.6653 1.8347 -1.1910
H: -0.4647 1.0113 1.2684

Results
Charge   +1
Energy above the lowest of the compared OMol25 structures with the same formula, charge and spin   75.2 kcal/mol
Maximum force   3.57 eV/Å

[5]
Below is an isolated molecule of C4H6N4, with properties calculated with ωB97M-V with the def2-TZVPD basis set.

Cartesian coordinates (Å):
C: 1.0468 -1.7780 -0.1597
C: -1.2194 -0.5220 0.5423
C: -0.8617 1.0343 0.1574
C: 0.2481 0.4980 -0.5838
H: 0.6482 -2.8542 -0.0255
H: 1.6156 -1.3895 0.7627
H: 1.9013 -1.6204 -1.1363
H: -0.7256 -0.5566 1.6083
H: -2.4565 -0.8788 0.5861
H: -1.0508 2.9060 0.5267
N: -0.0756 -0.9339 -0.5004
N: -0.6772 2.2507 -0.0861
N: 0.5230 2.5189 -0.7079
N: 1.0838 1.3257 -0.9837

Results
Energy above the lowest of the compared OMol25 structures with the same formula, charge and spin   156.3 kcal/mol
SMILES   CN1Cc2[nH]nnc21
Maximum force   8.37 eV/Å

[6]
Below is an isolated molecule of C4H6N4, with properties calculated with ωB97M-V with the def2-TZVPD basis set.

Cartesian coordinates (Å):
C: -1.1991 -0.1384 -0.0042
C: 0.3131 0.0466 -0.4855
N: -1.7876 0.9686 0.5338
N: 0.7952 1.3313 -0.5338
C: 0.9605 -1.0159 0.0527
N: -1.9546 -1.1406 -0.2741
C: 2.3496 -0.9495 0.3592
N: 3.4879 -0.8475 0.5577
H: -2.7431 0.7967 0.8225
H: -1.2130 1.4710 1.2001
H: 1.7934 1.4237 -0.7125
H: 0.1172 1.9821 -0.9261
H: -1.4465 -1.9222 -0.6840
H: 0.5269 -2.0059 0.0944

Results
Energy above the lowest of the compared OMol25 structures with the same formula, charge and spin   35.1 kcal/mol
SMILES   [H]/N=C(N)\C(N)=C\C#N
Maximum force   4.51 eV/Å

[7]
Below is an isolated molecule of C4H6N4, with properties calculated with ωB97M-V with the def2-TZVPD basis set.

Cartesian coordinates (Å):
C: -2.6646 0.5917 0.1159
C: -0.8944 -1.3046 0.0177
C: 0.8263 0.2399 0.1979
C: -0.3446 1.1094 -0.2931
N: -3.8342 0.6694 0.0034
N: -1.4931 -2.3530 -0.1041
N: 0.4197 -1.1137 -0.0962
N: -1.4062 0.2742 0.1453
H: 1.6690 0.6494 -0.2640
H: 0.7980 0.5105 1.2815
H: -0.5368 2.1559 0.1039
H: -0.3652 1.2905 -1.3493
H: -2.4290 -2.3862 -0.1232
H: 0.8321 -1.8219 -0.6656

Results
Energy above the lowest of the compared OMol25 structures with the same formula, charge and spin   53.3 kcal/mol
SMILES   [H]/N=C1/NCCN1C#N
Maximum force   4.35 eV/Å

[8]
Below is an isolated molecule of C4H6N4, with properties calculated with ωB97M-V with the def2-TZVPD basis set.

Cartesian coordinates (Å):
C: -0.2470 -0.5338 0.9983
C: 0.9274 -0.8394 0.1178
C: -0.1269 0.2943 -2.2012
C: -0.9236 0.2009 -0.2522
H: -0.4516 0.8115 2.8144
H: 0.4735 1.1879 1.6085
H: -0.8403 -1.2864 1.4411
H: 1.8075 -0.3716 0.1154
H: 1.2437 -1.9522 0.0653
H: 0.5067 0.0224 -2.9307
N: 0.1477 0.4418 2.0605
N: -0.0833 -0.5187 -1.1233
N: -0.9886 1.2507 -1.9940
N: -1.4453 1.2925 -0.7198

Results
Energy above the lowest of the compared OMol25 structures with the same formula, charge and spin   95.9 kcal/mol
SMILES   N[C@@H]1Cn2cnnc21
Maximum force   7.49 eV/Å